Computed, not measured: 6 unconnected molecules or ions with the total composition C35H29FNO11S in a non-equilibrium geometry, with ωB97M-V with the def2-TZVPD basis set.

Output
ΔE to the lowest compared entry with this formula, charge and spin   310.02 kJ/mol
HOMO   -2.882 eV
Lowest unoccupied orbital energy   -0.25 eV
DFT total energy   -2731.25923 Eh
Max |F|   0.17239 Eh/bohr

Structure (ORCA input):
```
! wB97M-V def2-TZVPD RIJCOSX def2/J DEFGRID3
* xyz -1 1
S -4.808 1.368 -1.431
F 1.243 -0.629 -3.435
O 1.924 0.057 -1.212
O -1.667 -3.657 -2.312
O 7.275 -2.826 3.150
O 5.462 -3.279 -2.490
O 3.409 -3.931 2.371
O 2.288 5.070 4.167
O -1.956 3.713 1.266
O 2.599 -6.694 -1.388
O 5.057 -1.088 7.659
O -6.923 2.965 -3.400
O -11.206 5.786 -1.999
N -0.131 2.142 -1.256
C -1.058 5.087 2.957
C -2.093 0.866 -2.519
C -3.701 0.772 -2.821
C -8.869 5.731 -2.295
C -7.908 3.614 -3.078
C 4.809 -4.772 0.673
C -0.685 -4.355 -2.100
C 6.992 -1.242 6.323
C -1.619 2.179 -1.661
C 4.783 -2.237 5.620
C 0.751 1.943 -2.468
C 1.311 4.757 3.500
C -9.260 3.020 -3.104
C 3.882 -3.781 1.253
C 5.568 -1.488 6.622
C -7.793 5.021 -2.648
C 6.764 -2.426 4.187
C 0.323 3.356 1.746
C 7.549 -1.678 5.189
C 5.340 -2.673 4.486
C 1.256 -5.576 -2.969
C 0.185 -4.811 -3.202
C 5.324 -4.608 -0.550
C 0.009 5.426 3.687
C -0.324 -4.775 -0.731
C -10.220 5.137 -2.321
C 1.390 3.696 2.477
C 4.989 -3.429 -1.372
C -10.336 3.729 -2.751
C 4.062 -2.437 -0.792
C 0.747 -5.540 -0.498
C -0.979 4.026 1.933
C 1.617 -5.996 -1.600
C 3.547 -2.601 0.431
C 1.341 0.404 -2.378
H 2.352 3.214 2.352
H 2.866 -1.883 0.871
H -0.972 -4.431 0.066
H -8.801 6.764 -1.976
H -11.334 3.309 -2.764
H 1.904 -5.919 -3.766
H -4.036 1.336 -3.803
H -5.564 2.507 -1.846
H 1.024 -5.857 0.500
H -0.032 6.202 4.442
H -1.826 3.160 -2.307
H 3.825 -1.578 -1.408
H 7.555 -0.692 7.068
H 0.215 2.196 -3.482
H -2.020 5.569 3.081
H 8.592 -1.504 4.954
H 5.046 -5.632 1.289
H 0.364 2.581 0.991
H -9.328 1.987 -3.423
H 3.740 -2.410 5.855
H -2.201 2.324 -0.633
H -0.092 -4.494 -4.200
H -1.700 -0.107 -1.950
H 6.005 -5.326 -0.990
H -3.945 -0.388 -2.964
H 4.777 -3.222 3.740
H -1.554 0.826 -3.584
H -6.795 5.442 -2.635
H 1.676 2.688 -2.391
*
```


Computed, not measured: a single C35H29N3O6 molecule, with ωB97M-V with the def2-TZVPD basis set.

Output
ΔE to the lowest compared entry with this formula, charge and spin   12.16 kJ/mol
HOMO   -8.164 eV
Lowest unoccupied orbital energy   -0.09 eV
SMILES string   CCOC(=O)[C@@H](Cc1ccc(NC(=O)/C(=C\c2ccccc2)NC(=O)c2ccccc2)cc1)N1C(=O)c2ccccc2C1=O
DFT total energy   -1966.95998 Eh
Max |F|   0.01404 Eh/bohr

Structure (ORCA input):
```
! wB97M-V def2-TZVPD RIJCOSX def2/J DEFGRID3
* xyz 0 1
O -2.390 -0.467 1.875
O 2.606 -0.061 -2.300
O 6.223 0.547 -0.379
O 4.229 0.827 1.863
O -2.238 1.483 -0.234
O 6.670 -1.455 0.539
N -4.330 0.641 -0.051
N -1.674 -1.463 -0.066
N 3.631 0.152 -0.253
C 3.922 -2.155 0.554
C 7.547 1.004 -0.090
C 2.422 -2.131 0.480
C 5.916 -0.688 0.007
C 1.835 2.836 1.418
C -4.810 -5.374 -0.902
C -3.403 -4.992 0.998
C -5.236 3.332 -0.765
C -3.975 -5.866 0.088
C -4.044 3.027 -0.116
C 1.759 -2.596 -0.649
C -3.933 -0.687 0.093
C -5.739 4.620 -0.719
C -5.058 -4.019 -0.989
C -3.360 4.028 0.568
C -3.434 1.670 -0.141
C -2.572 -0.838 0.737
C 0.403 -2.391 -0.801
C 0.326 -1.285 1.331
C -3.646 -3.635 0.913
C -5.063 5.608 -0.022
C 0.255 3.267 -0.363
C -4.741 -1.702 -0.244
C 1.684 -1.497 1.471
C 0.751 3.539 0.901
C 8.542 0.527 -1.137
C 3.524 0.931 0.892
C 4.468 -1.022 -0.346
C -4.464 -3.123 -0.096
C 2.693 0.478 -1.226
C 0.822 2.277 -1.158
C -0.321 -1.708 0.175
C 2.401 1.859 0.628
C 1.897 1.582 -0.648
C -3.872 5.311 0.621
H 7.471 2.093 -0.082
H -2.767 -5.371 1.784
H 2.311 -3.101 -1.427
H 2.182 -1.145 2.363
H 0.431 2.051 -2.137
H -0.230 -0.771 2.096
H 2.221 3.040 2.405
H -3.782 -6.926 0.157
H 4.335 -3.104 0.210
H 8.612 -0.558 -1.114
H -5.462 6.610 0.014
H -5.320 0.841 -0.070
H -1.996 -1.728 -0.986
H -5.698 -1.461 -0.696
H 9.521 0.947 -0.926
H -3.342 6.081 1.161
H 8.226 0.842 -2.128
H -3.222 -2.971 1.649
H 4.432 -1.328 -1.400
H 4.258 -1.981 1.577
H -5.271 -6.051 -1.607
H 7.833 0.642 0.903
H -0.098 -2.739 -1.693
H -6.661 4.854 -1.231
H -0.591 3.823 -0.738
H 0.289 4.310 1.501
H -5.708 -3.639 -1.765
H -5.760 2.577 -1.336
H -2.435 3.773 1.062
*
```


Computed, not measured: 6 unconnected molecules or ions with the total composition C35H30BrF41N2O6 in a non-equilibrium geometry, with ωB97M-V with the def2-TZVPD basis set.

Output
ΔE to the lowest compared entry with this formula, charge and spin   0.00 kJ/mol
HOMO   -10.657 eV
Lowest unoccupied orbital energy   0.06 eV
SMILES string   C#C[C@@](C#N)(CCF)[C@@](Br)(C#N)CCO.FC(F)C(F)(F)COC(F)(F)C(F)F.FC(F)C(F)(F)COC(F)(F)C(F)F.FC(F)C(F)(F)COC(F)(F)C(F)F.FC(F)C(F)(F)COC(F)(F)C(F)F.FC(F)C(F)(F)COC(F)(F)C(F)F
DFT total energy   -8581.07892 Eh
Max |F|   0.02359 Eh/bohr

Structure (ORCA input):
```
! wB97M-V def2-TZVPD RIJCOSX def2/J DEFGRID3
* xyz 0 1
Br 2.923 -5.191 -9.511
F -8.243 0.741 -9.109
F -1.866 -2.833 -0.405
F -3.474 -1.167 -5.434
F 3.242 -1.296 5.492
F 0.070 7.536 7.018
F -4.549 -1.642 -7.264
F 1.402 6.465 10.581
F -2.132 -1.207 -2.728
F -2.109 1.929 -0.471
F -2.666 -0.184 -0.340
F -2.164 1.557 5.587
F -2.653 0.275 -7.586
F 2.144 8.472 8.813
F -8.875 0.111 -6.509
F -0.263 0.505 -1.800
F -0.206 2.849 6.940
F 7.254 -3.678 8.664
F -6.412 -0.444 -8.927
F 4.639 0.978 5.292
F 3.960 -0.519 7.402
F -2.659 -3.314 -2.927
F -0.457 8.355 9.541
F -2.935 1.114 3.588
F 6.435 0.019 6.091
F -0.299 5.131 10.906
F 0.501 1.246 0.091
F 7.456 -2.326 6.979
F 1.938 2.749 7.261
F -0.034 0.040 6.249
F -7.109 1.346 -6.756
F -0.469 -4.061 -1.554
F -0.754 7.682 11.599
F 6.367 -0.298 8.735
F 1.682 6.669 5.851
F 0.493 0.634 8.289
F -0.959 2.478 2.430
F -4.631 1.171 -7.785
F 8.289 -1.202 9.266
F 2.135 9.224 6.757
F -0.290 0.753 3.592
F 1.222 -0.526 -10.883
O 5.432 -2.778 7.856
O 1.394 5.939 7.892
O -6.924 -0.831 -6.207
O 0.027 -0.885 -0.053
O 0.382 -8.319 -10.399
O 1.195 2.343 5.248
N 1.314 -4.786 -6.314
N -0.706 -4.182 -11.783
C 1.071 -5.026 -8.894
C 0.313 5.522 8.707
C 5.271 -0.209 5.455
C -2.179 1.979 4.310
C -1.754 0.730 0.050
C 1.322 -2.522 -9.566
C -7.651 -0.266 -8.430
C 0.348 -3.725 -9.449
C -0.705 -3.343 -8.501
C 6.760 -2.552 8.108
C -4.398 -0.688 -6.318
C 0.866 0.718 6.990
C -0.951 -2.796 -1.396
C 4.357 -1.131 6.263
C 2.326 8.128 7.525
C 0.182 6.130 10.112
C 0.274 2.922 4.346
C -7.597 0.107 -6.945
C -0.792 7.295 10.303
C 0.250 -1.940 -0.969
C -0.358 0.363 -0.463
C -3.791 0.585 -6.914
C 0.278 -6.316 -9.155
C 0.596 -1.188 -9.819
C 6.965 -1.436 9.137
C -1.512 -2.924 -7.715
C -1.627 -2.459 -2.726
C -0.233 -3.982 -10.769
C -0.776 2.007 3.702
C 0.351 -6.909 -10.554
C 1.323 7.050 7.100
C 1.207 -4.891 -7.443
C -5.714 -0.539 -5.537
C 4.861 -2.547 6.583
C 0.918 2.190 6.579
H 0.119 -8.730 -11.227
H 0.890 -2.627 -0.418
H -1.757 0.789 1.133
H 1.203 -6.548 -11.128
H 0.656 -0.562 -8.934
H 6.551 -1.736 10.102
H 3.961 -3.160 6.593
H -0.754 -6.165 -8.843
H -0.441 -1.346 -10.107
H -2.638 2.970 4.259
H 0.520 4.468 8.880
H -0.632 5.557 8.165
H -2.236 -2.666 -6.978
H -0.179 3.826 4.756
H 3.345 7.761 7.392
H -0.925 -2.567 -3.557
H 1.872 -2.463 -8.631
H -5.657 -1.305 -4.765
H 0.830 -1.608 -1.831
H -1.812 6.983 10.061
H 0.900 3.246 3.515
H 2.008 -2.649 -10.396
H 5.472 -0.638 4.470
H 1.843 0.256 6.867
H -0.541 -6.623 -11.109
H 5.489 -2.937 5.782
H -5.762 0.417 -5.013
H -3.541 1.294 -6.119
H 0.678 -7.068 -8.477
H -8.225 -1.184 -8.564
*
```


Computed, not measured: a molecular structure, C35H30Cl3HgNO4PSSi in a non-equilibrium geometry, with ωB97M-V with the def2-TZVPD basis set.

Output
ΔE to the lowest compared entry with this formula, charge and spin   156.39 kJ/mol
HOMO (spin up / spin down)   1.549 / -1.371 eV
Lowest unoccupied orbital energy (spin up / spin down)   4.14 / 4.13 eV
<S²>   0.7698
DFT total energy   -4270.64276 Eh
Max |F|   0.04625 Eh/bohr

Structure (ORCA input):
```
! wB97M-V def2-TZVPD RIJCOSX def2/J DEFGRID3
* xyz -2 2
Hg 1.100 -0.060 -0.004
Cl -2.545 2.125 0.580
Cl -2.064 0.278 -1.990
Cl -0.694 3.247 -1.868
S 0.309 4.411 1.161
P -0.189 -2.028 -1.565
Si -0.645 1.913 -0.283
O 0.149 2.900 0.901
O 1.139 5.021 0.155
O 0.763 4.567 2.523
O 0.201 0.244 2.800
N 2.529 1.320 1.954
C 4.708 -3.649 -0.424
C -1.847 5.459 -0.156
C -1.344 5.032 1.061
C -3.547 4.982 1.984
C -1.422 -3.995 1.759
C -2.187 -2.858 -3.439
C -0.989 -2.208 -3.185
C -2.574 -2.333 -0.136
C -3.209 5.604 -0.310
C 2.519 0.904 3.229
C 1.216 -3.178 -1.668
C 4.590 2.452 2.391
C 3.875 -1.578 0.446
C -0.998 -1.329 -5.426
C -1.278 -2.817 -0.339
C 3.539 1.173 4.114
C -3.267 -2.661 1.012
C 1.296 0.138 3.674
C -4.080 5.340 0.748
C 3.312 -5.021 -1.890
C -2.690 -3.479 1.972
C 3.543 2.112 1.571
C -2.795 -2.725 -4.676
C -2.213 -1.952 -5.666
C -0.391 -1.458 -4.196
C -0.717 -3.662 0.619
C 3.494 -3.863 -1.103
C 1.103 -4.307 -2.479
C 2.135 -5.226 -2.580
C 4.898 -2.518 0.337
C -5.561 5.393 0.528
C 2.642 -1.737 -0.179
C -2.187 4.815 2.138
C 2.440 -2.902 -0.974
C 4.625 1.945 3.694
H -5.871 4.546 -0.083
H -1.164 5.625 -0.973
H 5.842 -2.348 0.848
H 3.476 2.486 0.558
H 0.528 -0.932 -3.968
H 5.494 -4.392 -0.511
H -0.968 -4.637 2.505
H -3.603 5.879 -1.279
H -6.097 5.352 1.473
H 1.006 0.495 4.679
H 0.287 -4.039 0.471
H 2.010 -6.117 -3.187
H -3.750 -3.200 -4.862
H 1.529 -0.932 3.743
H -2.664 -3.433 -2.655
H -0.558 -0.703 -6.190
H 5.379 3.095 2.030
H 5.441 2.175 4.364
H 0.181 -4.464 -3.030
H 4.115 -5.749 -1.945
H -4.208 4.785 2.816
H 0.121 1.175 2.545
H -3.216 -3.694 2.895
H -2.716 -1.810 -6.616
H -5.839 6.305 0.002
H 4.066 -0.695 1.044
H 3.484 0.797 5.126
H -4.251 -2.240 1.176
H -1.745 4.491 3.067
H -2.999 -1.652 -0.858
*
```